[1]
Molecular formula: C49H110N3O9S
Method: DFT, wB97M-V/def2-TZVPD

The geometry in XYZ format:
```
172
Properties=species:S:1:pos:R:3:lowdin_charge:R:1
C -0.40209 -0.96652 -4.35979 0.099
C 0.68355 -1.66886 -3.81355 -0.083
C 2.05372 -2.30047 -3.17081 -0.667
S 2.96370 -2.99879 -4.65651 0.779
N 2.98575 -1.31640 -2.49905 0.033
C 2.70161 -1.32194 -0.98414 -0.039
N 2.83898 -0.26496 -0.07758 0.016
C 3.28158 1.07963 -0.61023 -0.120
C 4.33468 1.87288 0.40752 -0.171
C 3.49806 3.13478 1.03592 -0.204
C 4.36189 4.13044 2.00960 -0.204
C 5.96460 4.21733 1.67447 -0.198
C 6.27972 5.25405 0.40284 -0.154
C 7.14047 4.56171 -0.80784 -0.199
O 6.83288 5.34497 -2.04767 -0.269
C 7.99609 6.17617 -2.40268 -0.133
C 2.49082 -0.55207 1.39692 -0.132
O 1.06227 -0.87205 1.59931 -0.228
C 0.88426 -1.76480 2.76972 -0.103
N 2.26429 -2.75760 -0.62607 0.079
C 1.95471 -3.41830 -1.96376 -0.296
C 0.80152 -4.58094 -2.04867 -0.136
C -0.44607 -4.31827 -1.00364 -0.191
C -1.01088 -2.76228 -1.01953 -0.210
C -2.38341 -2.65458 -0.07949 -0.216
C -3.61873 -3.20361 -1.00911 -0.224
C -5.00192 -3.02674 -0.09412 -0.203
C -6.27599 -2.63044 -1.09292 -0.207
C -6.01036 -1.08286 -1.56958 -0.219
C -7.08108 -0.11573 -0.79082 -0.216
C -7.79519 0.90638 -1.90563 -0.217
C -8.80663 1.87137 -1.00809 -0.225
C -8.09281 3.35212 -0.76855 -0.238
C -7.71421 3.41989 0.85751 -0.149
H -1.31543 -0.38038 -4.85468 0.084
H 4.05425 -2.17560 -4.98109 -0.076
H 3.97440 -1.67332 -2.48024 0.117
H 3.83408 1.03658 -1.65317 0.144
H 2.29395 1.71475 -0.80274 0.155
H 4.74322 1.12030 1.21798 0.123
H 5.26000 2.24825 -0.20201 0.092
H 2.62927 2.65690 1.70083 0.113
H 2.94737 3.66889 0.14323 0.121
H 4.20285 3.91108 3.15984 0.117
H 3.92631 5.22843 1.83933 0.109
H 6.46997 4.74782 2.61711 0.121
H 6.50807 3.18579 1.56360 0.103
H 6.95101 6.15103 0.81444 0.121
H 5.27769 5.78002 0.02567 0.118
H 6.88943 3.43970 -1.02353 0.108
H 8.31242 4.63299 -0.63519 0.109
H 8.39576 6.86023 -1.54005 0.091
H 7.73308 6.89336 -3.30495 0.106
H 8.86227 5.45962 -2.75925 0.103
H 3.10143 -1.48360 1.82196 0.153
H 2.74052 0.34355 2.11044 0.150
H 1.56487 -2.72325 2.74615 0.099
H -0.23530 -2.17171 2.83152 0.121
H 1.13404 -1.21355 3.79258 0.114
H 3.05655 -3.35355 -0.24851 0.159
H 2.95583 -4.04366 -2.14152 0.133
H 1.32795 -5.60866 -1.74799 0.128
H 0.45557 -4.62229 -3.18984 0.137
H -0.13486 -4.61420 0.10545 0.120
H -1.35007 -4.98920 -1.39471 0.115
H -0.26012 -1.97606 -0.58397 0.087
H -1.36793 -2.51670 -2.11665 0.092
H -2.57968 -1.51877 0.15299 0.112
H -2.30912 -3.30312 0.90622 0.121
H -3.74156 -2.64277 -2.03103 0.113
H -3.46748 -4.35747 -1.18216 0.107
H -4.82189 -2.07588 0.59314 0.111
H -5.23653 -3.99756 0.51572 0.111
H -7.24917 -2.78942 -0.46238 0.085
H -6.33429 -3.35941 -2.02630 0.116
H -4.92544 -0.74405 -1.20521 0.107
H -6.08968 -0.92831 -2.73463 0.112
H -6.51470 0.55333 -0.00036 0.107
H -7.94414 -0.67782 -0.23079 0.111
H -8.37686 0.21422 -2.67063 0.113
H -6.97488 1.54444 -2.46806 0.106
H -9.79811 2.01881 -1.65158 0.111
H -9.01099 1.29324 0.00857 0.104
H -8.92115 4.15315 -1.04958 0.109
H -7.09218 3.48282 -1.36732 0.099
H -7.53428 4.55485 1.16035 0.060
H -8.65016 2.96709 1.42053 0.082
H -6.72341 2.82943 1.10100 0.072
C 6.82379 -5.30194 -3.18275 -0.061
C 6.59015 -4.07509 -4.04979 -0.511
C 7.86650 -3.64225 -4.75315 -0.056
O 6.11323 -3.00611 -3.23656 -0.109
H 7.56326 -5.09449 -2.40118 0.083
H 5.89954 -5.59470 -2.67315 0.080
H 7.17638 -6.14734 -3.78179 0.081
H 5.81543 -4.29196 -4.79332 0.120
H 8.64306 -3.37586 -4.02729 0.084
H 7.68620 -2.75101 -5.36378 0.082
H 8.25051 -4.43778 -5.39932 0.087
H 6.79464 -2.80668 -2.57332 0.094
C 8.92379 -10.30594 -1.74275 -0.065
C 8.69015 -9.07909 -2.60979 -0.506
C 9.96650 -8.64625 -3.31315 -0.065
O 8.21323 -8.01011 -1.79656 -0.074
H 9.66326 -10.09849 -0.96118 0.082
H 7.99954 -10.59870 -1.23315 0.081
H 9.27638 -11.15134 -2.34179 0.083
H 7.91543 -9.29596 -3.35332 0.140
H 10.74306 -8.37986 -2.58729 0.083
H 9.78620 -7.75501 -3.92378 0.073
H 10.35051 -9.44178 -3.95932 0.084
H 8.89464 -7.81068 -1.13332 0.094
C -8.57494 6.82448 2.83684 -0.075
C -9.31720 6.11050 3.95524 -0.501
C -8.79418 6.52578 5.32093 -0.068
O -9.16443 4.70201 3.79927 -0.071
H -7.50703 6.57981 2.85658 0.077
H -8.95360 6.50664 1.85949 0.074
H -8.68623 7.91014 2.91944 0.081
H -10.38761 6.33346 3.88754 0.141
H -7.73397 6.27051 5.42888 0.080
H -9.32913 5.99485 6.11570 0.081
H -8.91195 7.60247 5.47817 0.081
H -8.21703 4.49470 3.85794 0.086
C 2.82219 9.06696 1.84392 -0.064
C 4.24175 8.92135 2.36847 -0.498
C 5.07491 10.15567 2.06282 -0.064
O 4.85130 7.78012 1.77050 -0.085
H 2.81752 9.19258 0.75539 0.083
H 2.23772 8.16628 2.06024 0.078
H 2.32022 9.92750 2.29709 0.083
H 4.21872 8.75136 3.45043 0.141
H 5.15022 10.31999 0.98198 0.083
H 6.09749 10.03170 2.43519 0.081
H 4.64062 11.04896 2.52247 0.083
H 4.87603 7.92211 0.80967 0.084
C -10.93660 -5.07300 0.06652 -0.059
C -9.43362 -5.01807 -0.15613 -0.502
C -8.83742 -6.41264 -0.26028 -0.062
O -8.82109 -4.32219 0.92648 -0.075
H -11.17560 -5.59199 1.00152 0.069
H -11.35017 -4.06240 0.15180 0.079
H -11.43916 -5.58874 -0.75768 0.084
H -9.21739 -4.45594 -1.07118 0.134
H -9.00192 -6.97926 0.66317 0.084
H -7.75352 -6.35780 -0.40805 0.076
H -9.27695 -6.96871 -1.09423 0.082
H -9.00785 -4.81408 1.74328 0.095
C -12.30380 -3.08624 3.08385 -0.067
C -12.54419 -4.48095 3.63929 -0.509
C -13.94247 -4.61237 4.22125 -0.064
O -11.58233 -4.75722 4.65419 -0.061
H -12.39308 -2.32986 3.87164 0.083
H -11.28935 -3.00264 2.67947 0.071
H -13.01824 -2.84920 2.28933 0.082
H -12.40474 -5.22250 2.84512 0.119
H -14.08995 -3.91011 5.04948 0.082
H -14.09705 -5.61740 4.62834 0.082
H -14.70617 -4.42110 3.46096 0.082
H -11.69860 -4.10363 5.36361 0.093
C 11.94165 5.52288 1.92496 -0.064
C 11.38618 4.98466 0.61604 -0.499
C 12.37994 5.15898 -0.52115 -0.063
O 10.17869 5.67171 0.29756 -0.089
H 12.15382 6.59523 1.84925 0.084
H 11.21091 5.40186 2.73181 0.081
H 12.86306 5.00341 2.20606 0.083
H 11.13916 3.92346 0.72968 0.140
H 12.60771 6.21850 -0.68372 0.084
H 11.96192 4.77848 -1.45932 0.079
H 13.31458 4.62867 -0.31355 0.083
H 10.38831 6.61483 0.19483 0.096
```

Results
* HOMO level: -10.90 eV
* F_max: 9.4 eV Å⁻¹
* orbital gap: 7.275 eV
* LUMO energy: -3.63 eV
* total charge: +1

---

[2]
Molecular formula: C49H121CuN8O19
Method: DFT, wB97M-V/def2-TZVPD

The geometry in XYZ format:
```
198
Properties=species:S:1:pos:R:3:lowdin_charge:R:1
Cu 4.06335 -1.17147 2.90758 0.754
O 0.00917 -0.04995 0.08497 0.107
C 1.07054 -0.43205 0.77540 -0.959
O 0.94854 -0.75108 1.93299 -0.022
O 2.20772 -0.33641 0.25019 -0.082
H 0.71362 0.12775 -0.54254 0.071
C 6.64962 2.35690 -4.04146 -0.105
O 6.95718 1.72337 -2.81407 -0.205
C 8.07784 0.82863 -2.83239 -0.187
C 7.62832 -0.57429 -3.38751 -0.210
N 6.77528 -1.24316 -2.42555 -0.077
C 6.18856 -2.48516 -2.92108 -0.172
C 7.26984 -3.65032 -3.03956 -0.183
O 6.65972 -4.83554 -3.54271 -0.193
C 7.42599 -5.96893 -3.56053 -0.154
H 5.59572 2.63405 -4.06571 0.090
H 6.81399 1.66873 -4.87063 0.072
H 7.29988 3.21100 -4.23060 0.086
H 8.53284 0.73754 -1.84610 0.111
H 8.85325 1.20807 -3.49789 0.112
H 8.46987 -1.23503 -3.59564 0.110
H 7.18236 -0.32469 -4.35027 0.102
H 6.02543 -0.60380 -2.20408 0.106
H 5.70607 -2.28415 -3.87758 0.112
H 5.39749 -2.86163 -2.27256 0.118
H 7.73159 -3.77796 -2.06049 0.109
H 8.03948 -3.44374 -3.78326 0.108
H 6.80956 -6.65520 -4.14119 0.096
H 7.74621 -6.32513 -2.58140 0.086
H 8.33189 -5.91890 -4.16461 0.081
C 9.86862 -4.46942 1.24411 -0.074
O 9.09765 -4.08004 2.43304 -0.192
C 7.97245 -3.28682 2.22289 -0.231
C 8.40269 -1.79008 2.06547 -0.202
N 7.19808 -0.98422 1.84778 -0.058
C 7.57388 0.36103 2.33626 -0.171
C 6.35178 1.42392 2.24211 -0.186
O 5.48549 1.16088 3.34290 -0.220
C 4.59227 2.25482 3.49595 -0.094
H 10.43200 -3.62372 0.84977 0.072
H 9.35895 -4.92435 0.39478 0.076
H 10.66525 -5.17072 1.49244 0.082
H 7.38300 -3.49820 3.11506 0.117
H 7.39665 -3.69159 1.39059 0.117
H 9.00845 -1.81492 1.15963 0.110
H 9.05710 -1.43732 2.86260 0.124
H 7.14103 -1.02890 0.84038 0.099
H 8.46873 0.73675 1.84007 0.114
H 7.77522 0.23313 3.39984 0.114
H 5.81220 1.29843 1.30339 0.122
H 6.82816 2.40260 2.18408 0.116
H 5.19647 3.15962 3.56215 0.087
H 4.03382 2.18248 4.42922 0.096
H 3.94741 2.37543 2.62549 0.098
C 2.89009 12.40260 0.27187 -0.110
O 3.61863 11.45322 -0.49366 -0.222
C 4.76815 10.91713 0.22595 -0.180
C 5.14842 9.59260 -0.52950 -0.218
N 4.13216 8.63752 -0.21064 -0.077
C 4.30368 7.33761 -0.83663 -0.206
C 3.15478 6.38928 -0.40030 -0.216
O 1.87743 6.73095 -0.99188 -0.185
C 0.86865 5.80222 -0.57232 -0.110
H 2.35417 13.06123 -0.41157 0.086
H 3.60537 12.93271 0.90073 0.080
H 2.17904 11.87075 0.90404 0.084
H 4.46411 10.72259 1.25446 0.117
H 5.61973 11.58815 0.11357 0.113
H 6.16910 9.32700 -0.25423 0.114
H 5.18705 9.80667 -1.59757 0.114
H 3.20553 9.00704 -0.36850 0.114
H 5.24186 6.90797 -0.48543 0.116
H 4.29978 7.35671 -1.92646 0.115
H 3.11137 6.53194 0.67945 0.112
H 3.46574 5.35037 -0.51019 0.112
H -0.14057 6.11102 -0.84478 0.085
H 0.76181 5.83173 0.51203 0.078
H 1.11760 4.77177 -0.82587 0.084
C -1.72608 -8.38830 -5.83172 -0.102
O -2.55779 -8.28365 -4.64916 -0.181
C -3.37441 -7.08274 -4.76496 -0.223
C -3.83997 -6.71086 -3.39107 -0.221
N -2.76291 -6.62887 -2.40667 -0.047
C -2.31209 -5.26462 -2.22989 -0.204
C -0.75097 -5.11275 -1.84676 -0.150
O 0.17254 -5.66795 -2.81919 -0.199
C 0.18359 -5.10327 -4.12482 -0.114
H -1.00026 -9.19546 -5.73285 0.081
H -1.12315 -7.50947 -6.06028 0.076
H -2.26691 -8.72673 -6.71550 0.082
H -4.21541 -7.20320 -5.44781 0.123
H -2.77677 -6.26962 -5.17698 0.102
H -4.56188 -7.47796 -3.11088 0.115
H -4.31755 -5.74653 -3.56450 0.118
H -2.04073 -7.20493 -2.81498 0.090
H -2.89001 -4.91843 -1.37299 0.112
H -2.44147 -4.60844 -3.09058 0.095
H -0.58214 -5.54743 -0.86155 0.112
H -0.47949 -4.06592 -1.71052 0.109
H 0.50000 -4.06032 -4.10886 0.082
H -0.80764 -4.99579 -4.56529 0.058
H 0.77499 -5.63608 -4.86944 0.086
C -5.31871 1.61100 -2.37176 -0.093
O -6.24093 0.75845 -1.63284 -0.186
C -5.69511 0.34461 -0.36264 -0.218
C -6.70592 -0.60796 0.31438 -0.190
N -7.96908 0.13825 0.51239 -0.080
C -9.09912 -0.65962 0.86611 -0.222
C -10.42684 0.15429 0.98458 -0.213
O -10.97159 0.51412 -0.28654 -0.188
C -12.04881 1.43831 -0.10459 -0.111
H -4.24914 1.43959 -2.25030 0.077
H -5.45519 2.64342 -2.04989 0.081
H -5.37524 1.52384 -3.45679 0.080
H -5.44379 1.16688 0.30730 0.114
H -4.78803 -0.24919 -0.47529 0.115
H -6.47696 -0.96790 1.31745 0.114
H -6.71694 -1.46147 -0.36347 0.111
H -8.19459 0.69685 -0.29829 0.102
H -8.91749 -1.12892 1.83300 0.113
H -9.17324 -1.44848 0.11757 0.116
H -10.19709 1.02509 1.59862 0.118
H -11.14980 -0.46313 1.51770 0.112
H -12.59602 1.42213 -1.04713 0.083
H -11.79912 2.48843 0.04704 0.085
H -12.68783 1.03180 0.67932 0.082
C 2.81181 1.04949 -7.64323 -0.106
O 1.84778 0.34299 -6.85730 -0.181
C 1.60398 0.96823 -5.59621 -0.218
C 0.96594 2.35314 -5.62322 -0.202
N -0.20182 2.37080 -6.49412 -0.086
C -0.70042 3.64937 -6.78064 -0.221
C -1.95022 3.47814 -7.70165 -0.214
O -1.56937 2.82877 -8.92469 -0.195
C -2.75592 2.63644 -9.70580 -0.107
H 2.67160 0.65239 -8.64859 0.086
H 3.85443 0.81086 -7.43326 0.082
H 2.63425 2.12011 -7.74504 0.079
H 2.48402 1.01957 -4.95514 0.111
H 1.03334 0.21156 -5.05777 0.123
H 1.61479 3.08735 -6.10073 0.102
H 0.67962 2.53547 -4.58743 0.125
H 0.03695 1.93560 -7.37373 0.105
H 0.04611 4.06979 -7.45446 0.113
H -0.87204 4.32226 -5.94048 0.126
H -2.49270 4.41351 -7.83912 0.112
H -2.69045 2.82359 -7.24151 0.111
H -3.28498 3.56864 -9.90380 0.084
H -3.37785 1.89433 -9.20523 0.087
H -2.48397 2.22239 -10.67673 0.084
C -8.45573 -6.72781 9.10210 -0.095
O -8.29592 -5.65777 8.18352 -0.202
C -8.56038 -4.38091 8.72125 -0.257
C -8.44089 -3.21832 7.76821 -0.231
N -7.05399 -3.10718 7.36821 -0.049
C -6.88972 -2.25920 6.13086 -0.180
C -5.43224 -2.28249 5.71693 -0.206
O -5.22987 -3.49756 4.96099 -0.208
C -4.10172 -3.54895 4.11687 -0.116
H -7.73307 -6.52211 9.89176 0.088
H -8.28186 -7.66110 8.56652 0.088
H -9.49705 -6.75404 9.42313 0.084
H -7.97260 -4.26383 9.63169 0.119
H -9.58075 -4.37878 9.10456 0.114
H -8.62612 -2.32996 8.37204 0.119
H -9.24817 -3.27996 7.03841 0.119
H -6.69741 -4.02959 7.16302 0.100
H -7.14080 -1.22205 6.35307 0.115
H -7.54210 -2.63741 5.34380 0.116
H -4.78796 -2.29099 6.59610 0.117
H -5.09256 -1.43530 5.12113 0.115
H -3.17648 -3.26791 4.61990 0.080
H -4.19944 -2.92804 3.22635 0.082
H -3.98913 -4.60106 3.85517 0.087
C 0.25307 -1.99726 8.76424 -0.128
O 0.38361 -0.75298 8.12258 -0.185
C -0.50346 -0.59086 7.02405 -0.237
C -0.67933 0.85594 6.64656 -0.235
N -1.23639 1.03753 5.31935 -0.063
C -1.35892 2.46949 4.95070 -0.186
C -2.22358 2.62686 3.69859 -0.209
O -2.53173 4.02338 3.47944 -0.201
C -3.52874 4.25655 2.47048 -0.109
H 0.91164 -1.90467 9.62784 0.089
H 0.48558 -2.87563 8.16216 0.083
H -0.75262 -2.19942 9.13278 0.082
H -1.49217 -1.00934 7.21225 0.120
H -0.03286 -1.11394 6.19157 0.122
H 0.29386 1.34217 6.71433 0.114
H -1.24946 1.25132 7.48724 0.124
H -0.81236 0.49056 4.58373 0.111
H -0.35004 2.81565 4.72608 0.111
H -1.74965 3.05328 5.78413 0.121
H -3.17557 2.10702 3.80620 0.112
H -1.79085 2.12576 2.83272 0.120
H -4.51789 4.08053 2.89323 0.081
H -3.40864 3.70700 1.53685 0.080
H -3.55133 5.32040 2.23423 0.079
```

Results
* HOMO level: -7.94 eV
* F_max: 4.2 eV Å⁻¹
* orbital gap: 5.929 eV
* LUMO energy: -2.01 eV
* ΔE to the lowest compared entry with this formula, charge and spin: 183.0 kcal per mole